Formula: C21H31N3O
Source: the Open Molecules 2025 dataset
Level of theory: the ωB97M-V functional and the def2-TZVPD basis

Structure (XYZ):
```
56
Properties=species:S:1:pos:R:3:forces:R:3:nbo_charge:R:1
C 1.34160 2.97836 -1.18036 -0.250 -0.037 0.164 -0.610
C 0.44039 3.57214 -0.10163 0.196 0.207 -0.046 -0.202
C 0.08768 5.01544 -0.45049 -0.072 -0.277 0.049 -0.600
C 1.11718 3.51286 1.27966 -0.382 -0.107 -0.121 -0.430
C 1.16816 2.12936 1.82944 0.114 -0.252 0.137 0.142
C 2.16208 1.14614 1.65406 -0.121 -0.220 0.255 -0.358
C 1.71951 0.04247 2.35336 0.055 0.171 0.057 0.134
C 2.29751 -1.32667 2.54277 0.034 -0.187 -0.081 -0.245
N 1.94479 -2.35387 1.58158 0.094 -0.015 0.129 -0.444
C 0.56526 -2.78997 1.54648 -0.211 -0.071 0.005 -0.226
C -0.36596 -1.90156 0.71137 0.201 -0.220 -0.044 -0.439
C 0.13438 -1.69145 -0.72448 -0.033 -0.038 -0.107 -0.032
C -0.19589 -2.90713 -1.61582 -0.227 0.563 -0.104 -0.069
O 0.34510 -4.14207 -1.22012 0.377 -0.424 0.165 -0.717
C -0.58189 -0.45834 -1.34146 0.051 -0.264 0.053 -0.419
C -2.08185 -0.53183 -1.33824 0.000 0.132 -0.088 -0.035
C -2.77732 -1.09332 -2.40312 -0.016 0.035 0.024 -0.162
C -4.15877 -1.16674 -2.38859 -0.074 -0.057 -0.074 -0.227
C -4.87020 -0.67109 -1.30964 -0.102 -0.010 -0.003 -0.223
C -4.19084 -0.08794 -0.25422 -0.078 0.012 0.067 -0.194
C -2.80943 -0.01539 -0.27189 -0.003 0.007 -0.006 -0.223
C 1.64167 -1.36826 -0.71071 -0.031 -0.129 0.117 -0.437
C 2.48436 -2.22504 0.24877 0.044 0.061 -0.182 -0.207
N 0.53491 0.40876 2.89687 0.456 -0.165 -0.064 -0.337
N 0.19104 1.65882 2.58744 -0.602 0.532 0.102 -0.286
H 0.82551 2.95437 -2.13781 -0.003 -0.020 -0.133 0.210
H 2.24331 3.57808 -1.29067 0.134 0.084 -0.029 0.200
H 1.63566 1.96334 -0.92628 0.069 -0.148 -0.039 0.207
H -0.48654 2.98974 -0.05051 0.035 -0.005 0.044 0.201
H -0.59947 5.43188 0.28224 -0.069 0.102 0.064 0.208
H 0.98506 5.63094 -0.47018 0.111 0.112 -0.016 0.199
H -0.38404 5.06482 -1.42948 -0.041 0.076 -0.108 0.208
H 0.54513 4.12725 1.97670 0.077 0.063 0.029 0.227
H 2.12941 3.91576 1.20385 0.008 0.090 0.022 0.208
H 3.08065 1.24438 1.11103 0.218 -0.036 -0.117 0.227
H 1.99507 -1.70038 3.52801 0.114 0.054 -0.008 0.205
H 3.38896 -1.24495 2.53442 -0.098 0.030 0.115 0.216
H 0.19386 -2.85073 2.57290 -0.003 -0.053 0.034 0.188
H 0.55848 -3.79981 1.12551 -0.098 0.070 0.136 0.219
H -1.35747 -2.35642 0.68766 -0.098 0.032 0.027 0.220
H -0.45845 -0.92580 1.18588 -0.089 0.016 0.000 0.209
H 0.10950 -2.67797 -2.64861 -0.079 0.043 0.036 0.153
H -1.27779 -3.06221 -1.60626 0.092 0.067 -0.068 0.191
H 1.30134 -4.11127 -1.32890 -0.091 -0.054 -0.016 0.461
H -0.28110 0.42325 -0.77173 0.116 0.020 0.004 0.221
H -0.22495 -0.33317 -2.36693 0.056 0.079 -0.037 0.212
H -2.23267 -1.46874 -3.25769 0.075 -0.047 -0.085 0.199
H -4.68155 -1.60865 -3.22447 -0.043 -0.031 -0.066 0.211
H -5.94862 -0.72891 -1.29711 -0.083 0.001 -0.002 0.212
H -4.73860 0.31757 0.58400 -0.044 0.037 0.066 0.211
H -2.29242 0.46033 0.54925 0.101 0.055 0.091 0.216
H 1.75691 -0.32669 -0.40582 -0.010 -0.009 -0.093 0.221
H 2.04803 -1.46022 -1.72165 0.020 0.045 -0.101 0.205
H 3.48643 -1.79312 0.31835 0.023 -0.087 -0.029 0.200
H 2.59698 -3.24350 -0.14164 0.119 0.067 -0.046 0.172
H -0.06008 -0.14282 3.49492 0.059 0.098 -0.080 0.408
```
Positions in Å, forces in eV/Å.

Summary:
Total energy ... -28797.995 eV
HOMO ... -8.25 eV
Structure (SMILES) ... CC(C)Cc1cc(CN2CCC(CO)(Cc3ccccc3)CC2)[nH]n1
ΔE to the lowest compared entry with this formula, charge and spin ... 156.9 kJ/mol

---

Formula: C21H31N3O3
Source: the Open Molecules 2025 dataset
Level of theory: the ωB97M-V functional and the def2-TZVPD basis

Structure (XYZ):
```
58
Properties=species:S:1:pos:R:3:forces:R:3:nbo_charge:R:1
C -5.05821 -3.29257 -1.55418 -0.025 0.296 0.298 -0.644
C -5.41342 -2.72807 -0.18440 -0.070 -0.557 -0.182 -0.057
O -5.21418 -1.32579 -0.10132 0.342 0.519 0.028 -0.491
C -3.94633 -0.86038 -0.14668 -0.085 0.106 -0.065 0.466
C -2.66335 -1.39780 0.01734 -0.017 0.464 -0.081 -0.233
C -2.08955 -2.66237 0.25383 0.240 -0.273 0.072 -0.186
C -0.73185 -2.75592 0.34236 -0.316 -0.345 0.024 -0.202
C 0.11285 -1.62597 0.21322 -0.262 0.471 -0.206 -0.135
C 1.58287 -1.87048 0.31014 0.057 0.249 0.088 0.669
O 2.09806 -2.91079 -0.05576 -0.027 -0.263 -0.084 -0.628
N 2.28778 -0.85391 0.85659 0.067 0.296 0.130 -0.615
C 3.72854 -0.87945 1.00591 0.219 -0.077 -0.193 -0.039
C 4.09270 -0.54974 2.45046 -0.049 -0.146 -0.248 -0.620
C 4.38962 0.03268 -0.04958 0.109 -0.129 0.387 -0.218
C 5.89179 -0.22967 -0.16630 -0.185 -0.028 -0.311 -0.400
C 6.48689 0.58756 -1.30993 0.193 0.091 0.266 -0.392
C 6.23227 2.07597 -1.09279 -0.136 -0.088 -0.286 -0.396
C 4.73719 2.34431 -0.95388 0.121 0.151 0.254 -0.392
C 4.15211 1.52413 0.19331 -0.094 -0.153 -0.345 -0.405
C -0.41037 -0.38242 -0.03589 0.429 -0.321 0.084 -0.205
C -1.80472 -0.25442 -0.13544 -1.132 -0.302 0.035 0.181
N -2.51242 0.85233 -0.36444 0.648 0.613 -0.074 -0.315
N -3.78751 0.45850 -0.37866 0.019 -0.837 0.129 -0.152
C -4.84074 1.41705 -0.54963 -0.555 0.516 0.158 -0.249
C -5.37731 1.88089 0.81954 0.176 -0.214 -0.005 -0.064
O -6.46423 2.76155 0.72620 -0.144 -0.104 -0.080 -0.529
C -6.13442 4.06483 0.30771 0.004 0.039 -0.018 -0.252
H -5.64356 -2.79659 -2.32480 -0.051 0.010 -0.075 0.216
H -5.27576 -4.35657 -1.57690 -0.009 -0.131 -0.018 0.221
H -4.00264 -3.14472 -1.76991 0.075 -0.045 -0.058 0.222
H -6.48076 -2.85422 0.01442 0.180 -0.033 0.037 0.197
H -4.84858 -3.23283 0.60695 -0.099 0.083 -0.018 0.174
H -2.69942 -3.54659 0.36004 -0.004 -0.091 0.020 0.210
H -0.25570 -3.70977 0.50996 0.013 -0.089 -0.007 0.234
H 1.80179 -0.03119 1.17352 -0.094 -0.132 0.016 0.395
H 4.02220 -1.91243 0.78453 -0.034 0.186 0.041 0.234
H 3.64741 -1.28636 3.11529 -0.022 -0.035 0.065 0.221
H 3.72077 0.43316 2.73078 -0.004 0.129 0.083 0.199
H 5.16936 -0.57145 2.58793 0.137 0.059 0.072 0.214
H 3.92841 -0.23295 -1.00873 0.000 -0.014 0.008 0.206
H 6.06717 -1.29305 -0.34031 0.027 -0.066 0.077 0.212
H 6.38976 0.04723 0.76507 0.059 -0.026 0.100 0.192
H 7.56045 0.39981 -1.37958 0.000 -0.036 -0.086 0.206
H 6.03124 0.27577 -2.25237 0.014 -0.040 -0.077 0.195
H 6.63770 2.64977 -1.92872 0.058 0.052 0.046 0.207
H 6.74409 2.40214 -0.18412 0.062 0.055 0.038 0.191
H 4.56481 3.40797 -0.77416 -0.051 0.008 -0.075 0.206
H 4.23291 2.07661 -1.88531 -0.053 0.030 -0.059 0.195
H 4.63329 1.82840 1.12471 -0.018 0.026 0.112 0.196
H 3.08256 1.72991 0.27785 -0.064 0.042 0.096 0.198
H 0.20331 0.49142 -0.19195 0.132 0.090 -0.013 0.216
H -5.65433 0.95972 -1.11792 0.109 0.078 0.012 0.222
H -4.41817 2.25868 -1.10109 -0.046 -0.167 -0.017 0.226
H -5.75298 1.01074 1.36442 0.149 0.045 -0.024 0.196
H -4.55252 2.33535 1.38898 -0.055 -0.076 -0.036 0.170
H -5.84674 4.09800 -0.74836 0.003 0.038 0.020 0.163
H -7.03113 4.66491 0.45014 0.069 0.068 -0.045 0.197
H -5.31901 4.47908 0.91189 -0.009 0.011 -0.011 0.168
```
Positions in Å, forces in eV/Å.

Summary:
Total energy ... -32892.951 eV
HOMO ... -7.76 eV
Structure (SMILES) ... CCOc1c2ccc(C(=O)N[C@H](C)C3CCCCC3)cc2nn1CCOC
ΔE to the lowest compared entry with this formula, charge and spin ... 233.1 kJ/mol

---

Formula: C21H31O4Re
Source: the Open Molecules 2025 dataset
Level of theory: the ωB97M-V functional and the def2-TZVPD basis

Structure (XYZ):
```
57
Properties=species:S:1:pos:R:3:forces:R:3:nbo_charge:R:1
O -0.04694 -0.20365 -3.20619 -0.175 0.400 -2.125 -0.578
C 0.12470 1.09981 -3.87444 0.257 0.472 0.554 -0.065
C 0.11760 0.52767 -5.27094 -0.070 -0.453 0.497 -0.467
H 1.10007 1.52928 -3.62851 -0.351 0.011 0.258 0.202
H -0.68574 1.80326 -3.63796 0.213 -0.243 0.039 0.174
C 0.08107 -0.83002 -4.52807 0.041 -0.312 -0.879 0.276
H 1.05695 0.67454 -5.80563 -0.371 0.173 -0.246 0.215
H -0.78133 0.77892 -5.83810 0.303 -0.183 -0.163 0.213
C 1.39820 -1.56867 -4.70516 0.100 -0.218 -0.085 -0.631
H 2.25008 -0.92669 -4.44384 -0.214 -0.126 -0.074 0.221
H 1.47263 -1.85393 -5.77110 0.118 0.102 0.457 0.218
H 1.46529 -2.48883 -4.10842 -0.127 0.217 -0.048 0.208
C -1.10020 -1.68557 -4.93882 0.003 -0.145 -0.061 -0.625
H -2.03901 -1.13242 -4.80373 0.188 -0.202 -0.028 0.214
H -1.13125 -2.62414 -4.37277 -0.099 0.135 -0.044 0.206
H -0.98229 -1.93692 -6.01283 -0.147 0.110 0.562 0.222
Re -0.56620 -0.70858 2.61828 -0.651 0.426 -0.602 1.287
C -2.21243 -1.18622 3.90555 -1.444 0.321 0.322 -0.256
C -2.02947 0.22301 4.02181 -1.026 0.481 -0.182 -0.243
C -2.21588 0.80416 2.73086 -1.160 0.199 -0.085 -0.215
H -1.88091 0.76827 4.95015 0.261 -0.149 -0.288 0.286
C -2.52383 -0.24892 1.80119 -1.002 0.221 0.736 -0.268
C -2.52675 -1.48994 2.53526 -1.666 0.379 -0.182 -0.286
H -2.83642 -2.44995 2.13596 0.257 0.121 0.118 0.280
H -2.24454 -1.87443 4.74408 0.291 0.014 -0.293 0.280
H -2.19280 1.85570 2.48896 0.204 -0.035 0.016 0.291
H -2.74305 -0.12239 0.74969 0.085 -0.073 0.082 0.298
C 0.55548 -1.98055 3.93917 0.948 -0.668 -0.507 -0.325
C -0.17783 -2.78446 2.97320 1.789 -1.233 0.202 -0.268
C 0.37857 -2.53768 1.67182 0.605 0.017 0.858 -0.234
H -0.91192 -3.54535 3.21654 -0.029 0.372 -0.092 0.269
C 1.46846 -1.61134 1.82635 1.427 -0.432 0.889 -0.229
C 1.59414 -1.28010 3.21204 1.141 -1.183 -0.709 -0.233
H 2.38328 -0.67107 3.65543 -0.474 -0.103 -0.244 0.281
H 0.40157 -1.93748 5.01431 0.005 -0.151 -0.307 0.277
H 0.10897 -3.02856 0.74305 -0.226 0.251 0.154 0.278
H 2.11591 -1.26922 1.01943 -0.284 -0.026 0.356 0.295
O 1.70853 1.01807 -1.50745 -1.182 0.553 1.130 -0.536
C 0.64878 0.31163 -0.80461 0.727 0.345 1.155 -0.083
C -0.59260 1.20477 -0.82232 0.030 0.152 -0.715 -0.438
H 0.94743 0.23446 0.26185 0.067 0.186 -0.732 0.148
H 0.47817 -0.69998 -1.17105 0.281 0.304 -0.375 0.207
C -0.00813 2.62771 -0.95603 0.137 0.031 -0.333 -0.434
H -1.19165 1.08178 0.07771 0.122 0.101 0.050 0.173
H -1.22378 0.98292 -1.69270 0.122 -0.074 0.399 0.230
C 1.51924 2.40574 -1.04183 -0.236 -0.870 0.834 -0.095
H -0.25083 3.26946 -0.10338 0.048 -0.057 -0.172 0.217
H -0.38269 3.09224 -1.87638 0.045 0.030 0.334 0.210
H 1.89235 2.49911 0.00743 0.175 -0.055 -0.920 0.203
H 2.02389 3.09660 -1.71884 0.066 -0.272 0.062 0.201
C 1.18282 1.77402 4.42656 -0.053 -0.017 0.350 -0.733
C 1.13726 1.89180 2.92356 1.201 2.073 -1.668 0.785
O 1.74007 2.81795 2.36829 -1.163 -1.750 1.122 -0.580
O 0.45205 1.00519 2.20376 0.783 0.881 0.904 -0.751
H 2.18427 1.41923 4.70460 -0.231 0.135 0.027 0.250
H 0.43261 1.09997 4.86514 0.242 0.142 -0.204 0.190
H 1.05802 2.77977 4.84907 0.095 -0.323 -0.107 0.269
```
Positions in Å, forces in eV/Å.

Summary:
Total energy ... -32587.921 eV
Expectation value of S² ... 3.77
HOMO (alpha / beta) ... -10.06 / -11.37 eV
Total charge ... +1
ΔE to the lowest compared entry with this formula, charge and spin ... 134.7 kJ/mol
Spin multiplicity ... 4

---

Formula: C21H31O4W
Source: the Open Molecules 2025 dataset
Level of theory: the ωB97M-V functional and the def2-TZVPD basis

Structure (XYZ):
```
57
Properties=species:S:1:pos:R:3:forces:R:3:nbo_charge:R:1
O 0.43238 -4.07665 -1.88334 0.589 -1.551 -0.142 -0.572
C 1.29513 -4.98023 -1.11106 0.043 -0.034 0.564 -0.066
C 1.36059 -6.03113 -2.22359 -0.058 0.581 0.179 -0.462
H 0.77864 -5.35081 -0.20341 0.323 0.439 -0.313 0.183
H 2.27998 -4.53373 -0.85940 -0.682 -0.012 0.003 0.181
C 0.41588 -5.06388 -2.97270 -0.105 -0.744 -0.293 0.277
H 0.91106 -6.99055 -1.95712 0.235 0.104 -0.178 0.218
H 2.36360 -6.13460 -2.65676 -0.411 -0.158 0.018 0.214
C -0.99417 -5.60654 -3.15168 -0.062 0.167 -0.108 -0.628
H -1.40769 -6.03108 -2.22390 0.272 0.196 -0.235 0.218
H -1.02506 -6.37927 -3.92799 0.082 0.095 0.112 0.219
H -1.63690 -4.78307 -3.47248 -0.109 -0.080 0.034 0.214
C 0.99671 -4.47746 -4.24275 -0.161 0.078 0.033 -0.627
H 1.99631 -4.06098 -4.05569 -0.304 -0.047 -0.049 0.214
H 0.31413 -3.69009 -4.56954 0.210 0.120 -0.203 0.212
H 1.07581 -5.22863 -5.04228 -0.077 0.146 0.290 0.223
W -0.18464 3.39657 0.87734 -10.713 -1.971 3.395 1.172
C 1.02737 4.94042 0.01850 1.319 0.424 -0.319 -0.315
C 1.51285 4.59244 1.32557 1.891 0.398 -0.135 -0.324
C 1.90051 3.20042 1.29981 1.639 0.596 -0.716 -0.280
H 1.62286 5.26430 2.17591 -0.132 -0.245 -0.303 0.287
C 1.63328 2.68950 -0.02341 1.584 0.492 -0.329 -0.320
C 1.09627 3.76851 -0.81353 1.947 0.228 -0.301 -0.289
H 0.85449 3.71647 -1.87033 -0.192 -0.047 0.326 0.281
H 0.72388 5.93791 -0.28916 -0.145 -0.368 0.098 0.281
H 2.40740 2.67045 2.09771 -0.475 -0.063 -0.018 0.298
H 1.87291 1.68661 -0.36854 -0.265 0.229 0.106 0.288
C -2.45637 4.46559 0.91079 0.529 -0.348 -0.498 -0.282
C -2.00133 4.14742 -0.41934 -0.155 -0.841 0.738 -0.278
C -1.95545 2.69478 -0.52543 -0.190 0.330 0.611 -0.314
H -1.82213 4.84138 -1.22941 -0.052 -0.036 0.139 0.267
C -2.37175 2.14621 0.73381 0.659 0.663 -0.703 -0.251
C -2.66915 3.23814 1.61621 0.116 -0.034 -1.161 -0.149
H -3.16450 3.13658 2.57699 0.498 0.095 -0.185 0.285
H -2.67793 5.46356 1.30115 0.310 -0.473 -0.171 0.275
H -1.75989 2.11585 -1.42316 0.064 0.185 0.210 0.278
H -2.47904 1.08652 0.95462 0.228 0.228 -0.046 0.303
O -1.01507 -0.83312 0.48633 2.218 0.632 -0.160 -0.551
C -0.29743 -0.80321 -0.78713 -0.072 0.122 -0.155 -0.076
C 1.00338 -1.63792 -0.59983 -0.067 0.237 -0.216 -0.453
H 0.00869 0.25086 -1.03228 -0.503 -0.544 0.204 0.128
H -0.94685 -1.17972 -1.60840 0.282 0.186 0.759 0.206
C 0.96112 -2.06674 0.87214 -0.499 0.198 -0.059 -0.428
H 1.87472 -0.99387 -0.74058 0.019 0.058 -0.113 0.178
H 1.04438 -2.45916 -1.32263 0.085 0.509 0.429 0.278
C 0.11600 -0.89379 1.43562 -0.618 -1.141 0.197 -0.078
H 1.96946 -2.15486 1.30767 -0.452 0.051 -0.052 0.218
H 0.42018 -3.03562 0.96681 0.302 0.729 0.182 0.218
H 0.73725 0.02948 1.47845 -0.516 -0.176 -0.347 0.148
H -0.29118 -1.05282 2.44271 -0.013 0.003 -0.359 0.210
C -1.02663 4.00186 5.25848 -0.217 -0.295 0.164 -0.266
O -1.36919 3.83780 3.85850 0.681 0.339 -0.266 -0.560
C -0.59357 2.97888 3.15416 2.008 -0.878 0.258 0.585
O 0.01347 2.05873 3.68855 -0.912 1.275 -0.769 -0.597
H -1.59986 4.87005 5.59026 0.096 -0.216 -0.045 0.206
H 0.04809 4.19922 5.36219 -0.312 -0.181 0.000 0.194
H -1.32303 3.10303 5.81656 0.242 0.351 -0.103 0.208
```
Positions in Å, forces in eV/Å.

Summary:
Total energy ... -32284.891 eV
Expectation value of S² ... 2.02
HOMO (alpha / beta) ... -11.57 / -11.57 eV
Total charge ... +1
Spin multiplicity ... 3